The following is a DFT calculation (ωB97M-V/def2-TZVPD) of 2 unconnected molecules or ions with the total composition CH7N3O.

Values from the calculation:
Kohn-Sham gap (alpha / beta): 0.32361 / 0.32376 Eh
E_HOMO (alpha / beta): -8.09 / -8.09 eV
Energy above the lowest of the compared OMol25 structures with the same formula, charge and spin: 596.4 kJ/mol

```
! RIJCOSX wB97M-V def2-TZVPD def2/J DEFGRID3
* xyz 0 1
O 1.8591 0.4050 0.0908
N 1.3131 -1.6845 0.3478
N 0.9501 -0.4503 0.6533
N -0.3302 0.4774 -0.5768
C -1.4566 1.0603 0.1177
H 1.8613 -1.8342 -0.4954
H -1.0929 1.5715 1.0116
H -0.6296 -0.1362 -1.3328
H -2.1970 0.3133 0.4310
H 0.7189 -2.4144 0.7087
H 0.9822 0.8897 -0.4544
H -1.9785 1.8026 -0.5013
*
```


The following is a DFT calculation (ωB97M-V/def2-TZVPD) of a single C4H5IN4O2 molecule in a non-equilibrium geometry.

Values from the calculation:
Kohn-Sham gap (alpha / beta): 0.27448 / 0.27431 Eh
E_HOMO (alpha / beta): -8.26 / -8.26 eV
Energy above the lowest of the compared OMol25 structures with the same formula, charge and spin: 0.0 kJ/mol

```
! RIJCOSX wB97M-V def2-TZVPD def2/J DEFGRID3
* xyz 0 1
I -2.7524 0.4515 0.1140
O -0.2108 2.9002 -0.7259
O -1.4257 -2.7464 -0.7100
N 0.1675 1.5032 0.9253
N 0.4780 -1.5604 -0.4031
N 0.8437 0.8228 -1.0786
N -1.4481 -0.9420 0.6721
C -0.8924 -1.7907 -0.2195
C 0.2533 1.8566 -0.3888
C 0.4980 0.1959 1.1609
C 1.0073 -0.2944 -0.1136
H 0.6525 0.6568 -2.0530
H -0.3600 2.0254 1.6237
H 0.0621 -0.2621 2.0487
H 2.1792 -0.4986 -0.0121
H 0.9479 -2.3180 -0.8404
*
```


The following is a DFT calculation (ωB97M-V/def2-TZVPD) of a gas-phase ion, C8H5N2O2S (charge -1) in a non-equilibrium geometry.

Values from the calculation:
Kohn-Sham gap (alpha / beta): 0.21524 / 0.21530 Eh
E_HOMO (alpha / beta): -2.86 / -2.86 eV
Energy above the lowest of the compared OMol25 structures with the same formula, charge and spin: 632.4 kJ/mol

```
! RIJCOSX wB97M-V def2-TZVPD def2/J DEFGRID3
* xyz -1 1
S -1.0827 1.6353 0.5694
O -1.0400 -2.2763 -0.3005
O -5.4787 -0.4428 -0.4241
N -4.4841 0.2780 -0.0902
N -0.6172 -1.1295 -0.0919
C 1.7436 -1.0942 -0.2470
C -2.0593 0.2916 0.4003
C 2.9448 -0.2644 -0.2467
C 1.6126 1.6653 0.1765
C 0.4875 0.9065 0.2479
C 2.8169 1.0965 -0.0593
C 0.4821 -0.4715 -0.0588
C -3.2887 -0.2892 0.2619
H 1.6670 2.7130 0.6634
H 1.7735 -2.1932 -0.4791
H 3.9054 -0.7357 -0.2719
H -3.0704 -1.4193 0.0537
H 3.6879 1.7300 -0.1035
*
```


The following is a DFT calculation (ωB97M-V/def2-TZVPD) of a molecular structure, C30H55AsHgN5O5SSi3 in a non-equilibrium geometry.

Values from the calculation:
Kohn-Sham gap (alpha / beta): 0.24056 / 0.26147 Eh
E_HOMO (alpha / beta): -6.03 / -7.51 eV
Energy above the lowest of the compared OMol25 structures with the same formula, charge and spin: 0.0 kJ/mol

```
! RIJCOSX wB97M-V def2-TZVPD def2/J DEFGRID3
* xyz 0 2
Hg 0.6283 -0.6457 0.7549
As 0.4408 -2.2441 -1.7359
S -3.1041 2.2776 1.1880
Si -1.6841 -3.2115 -1.2669
Si 2.0643 -3.9739 -1.9505
Si 0.1144 -1.0699 -3.6925
O -3.9592 1.1235 1.5197
O 1.0234 1.5009 2.0502
O -1.3503 4.6373 -3.1464
O -0.4180 0.8371 -0.5956
O 0.7885 1.2242 4.6780
N 4.5376 1.1248 1.4864
N 3.2775 -0.8679 0.6780
N 3.5638 1.4025 3.6382
N 4.8046 3.0621 2.6227
N 2.2303 -1.0052 4.2037
C 0.3919 -2.2963 -5.0625
C -1.6412 -0.4999 -3.7583
C -5.2274 3.7188 0.4429
C -3.9396 3.2436 -0.1657
C -0.3154 2.1157 -0.6307
C 0.5346 4.3923 -0.1017
C 0.4385 3.0235 0.2678
C -3.0149 -2.0896 -0.5453
C 0.0493 0.0042 4.5795
C 0.9401 -1.2312 4.5905
C 3.8739 0.0253 1.1448
C -2.4854 -4.0534 -2.7519
C 3.5295 -2.9326 -2.4633
C -1.6319 3.7935 -4.2576
C 2.7065 -3.3021 4.5028
C -1.4666 -4.5616 -0.0370
C 3.0788 -1.9939 4.1599
C -4.8769 4.2926 1.8074
C 0.4693 -2.4863 4.9421
C -0.9959 2.7919 -1.6689
C 1.3925 -3.5616 4.9203
C 2.3204 -4.5685 -0.1644
C 0.9186 2.6740 1.5825
C 0.0368 4.9407 -1.2965
C -0.7752 4.0909 -2.0752
C 1.2685 3.7932 2.5704
C 1.3380 0.3444 -3.8424
C 1.5231 -5.3510 -2.9865
C 4.2584 1.8479 2.5583
C -3.5687 3.6080 2.2852
H -1.8764 -4.8143 -3.2754
H 0.0082 -3.3222 -4.7634
H -4.0510 2.4820 -0.9776
H -0.8259 -4.2905 0.7740
H 0.1930 5.9730 -1.5407
H 3.4983 -4.0399 4.3592
H -4.0414 -2.4936 -0.6890
H -2.8770 -3.3851 -3.4982
H 2.1836 0.2010 -3.0859
H 3.4921 -2.0587 -1.7538
H 3.0029 -5.3495 0.0727
H 4.7682 3.7005 3.3865
H -1.0642 -5.4653 -0.4547
H -5.7903 4.3600 -0.2078
H 1.1577 1.3728 3.8089
H -3.7441 3.1765 3.2678
H -2.4111 -4.8977 0.4571
H 1.4531 -2.3780 -5.2743
H 1.3798 -5.3004 -4.0720
H -1.8330 0.1055 -2.8845
H -0.7009 -0.0538 5.3959
H 4.4556 -3.4657 -2.3152
H 1.5664 3.4100 3.5820
H 3.2056 2.0516 4.3458
H -2.7281 4.3241 2.3651
H 1.0528 -4.4988 5.2750
H 4.0983 -1.8030 3.8469
H 1.0100 5.0541 0.5696
H 3.4391 -2.5124 -3.4078
H -2.2994 -1.3745 -3.7297
H 1.4261 -4.6896 0.4753
H -3.0901 -1.0575 -0.8913
H -0.7899 3.0878 -4.2747
H 0.4465 4.4728 2.8181
H 0.7585 1.2427 -3.6545
H 5.3897 3.3713 1.8272
H -5.8514 2.8286 0.4974
H 3.0787 0.4933 3.7088
H -1.9183 0.0484 -4.6461
H -0.1016 -1.9672 -5.9790
H -2.5960 3.3968 -4.1127
H -2.7844 -1.9933 0.5233
H -0.5300 0.0025 3.6416
H -3.3631 -4.6722 -2.3816
H -4.7600 5.3755 1.7636
H -1.6284 4.4645 -5.1111
H -0.6123 -2.6794 5.2325
H 1.7984 0.5223 -4.7913
H -5.6827 4.0581 2.5485
H 2.8477 -3.6383 0.1556
H 2.0730 4.4619 2.2936
H 2.2979 -6.1715 -2.9206
H 0.5760 -5.6573 -2.5700
H -3.2215 3.9476 -0.4483
H -1.5722 2.1007 -2.2592
*
```